Here is a cluster of 8 separate species, C18H51N3O25P4 in total at a distorted geometry from OMol25. Energies are from the ωB97M-V functional and the def2-TZVPD basis.

Cartesian coordinates (Å):
C -23.19629 -3.31070 5.12066
O -24.24755 -4.08073 4.52332
P -24.83011 -5.37952 5.31442
O -23.86465 -6.43683 5.57802
O -25.50298 -4.68337 6.64513
C -26.36201 -5.39983 7.47282
O -26.06278 -5.82262 4.41170
C -25.90373 -6.07691 3.02460
H -23.43307 -3.13031 6.16923
H -23.14276 -2.30636 4.70050
H -22.23375 -3.82164 5.09694
H -26.86041 -6.23484 6.98041
H -27.15604 -4.74047 7.82333
H -25.82734 -5.78084 8.34290
H -26.56455 -6.92368 2.83909
H -24.88646 -6.38504 2.78312
H -26.10847 -5.20523 2.40301
C -22.24126 -7.85702 -2.52241
O -21.02302 -7.78301 -1.84877
P -20.46020 -9.18631 -1.27350
O -20.56831 -10.35115 -2.22489
O -21.26599 -9.31561 0.16345
C -20.82191 -10.21665 1.18287
O -18.95094 -8.86730 -0.68298
C -18.70147 -7.88930 0.27727
H -22.88097 -8.68529 -2.21772
H -22.02736 -7.88042 -3.59096
H -22.71099 -6.89849 -2.30181
H -21.62712 -10.82368 1.59670
H -20.35099 -9.66168 1.99425
H -20.08684 -10.95157 0.85476
H -18.02434 -7.13512 -0.12372
H -18.34731 -8.31560 1.21585
H -19.58967 -7.30590 0.51983
C -20.30466 -5.24574 7.28880
O -19.70826 -4.54224 8.35279
P -20.09330 -2.95939 8.58340
O -19.77190 -2.34499 9.92776
O -21.63656 -2.86774 8.19657
C -22.70951 -3.29726 9.06356
O -19.29534 -2.16561 7.39920
C -19.64939 -1.98074 6.05225
H -19.99234 -6.28856 7.34415
H -19.93659 -4.86424 6.33639
H -21.39337 -5.20296 7.25751
H -22.40462 -3.79281 9.98528
H -23.33447 -4.07511 8.62488
H -23.39546 -2.46138 9.20092
H -19.54872 -0.90312 5.92300
H -20.69686 -2.14107 5.79695
H -18.96966 -2.54534 5.41406
C -21.11772 -0.74024 1.71593
O -20.19262 -0.67745 2.71243
P -18.66125 -1.12214 2.43195
O -18.00229 -0.51604 1.23604
O -17.95489 -0.74172 3.83013
C -16.53499 -0.85452 3.96415
O -18.60952 -2.75954 2.41705
C -19.08179 -3.53638 1.29984
H -21.98495 -1.31761 2.03634
H -20.74043 -1.18873 0.79690
H -21.44606 0.25794 1.42622
H -16.17723 -1.88042 3.87667
H -16.22250 -0.32381 4.86347
H -16.02316 -0.26736 3.20167
H -19.18583 -3.05519 0.32734
H -19.93746 -4.17408 1.52181
H -18.23793 -4.21681 1.18572
C -21.12576 -8.83921 5.89643
N -22.15155 -9.68302 5.24150
O -22.76721 -10.51417 5.87911
O -22.18934 -9.59347 3.99501
H -20.97844 -9.18285 6.92030
H -21.46835 -7.80609 5.95479
H -20.25024 -8.81838 5.24748
C -24.46091 -10.17508 0.17538
N -24.71988 -8.87307 0.77407
O -24.93634 -7.98943 -0.00808
O -24.46551 -8.79703 1.97457
H -23.44200 -10.53333 0.32226
H -24.60875 -10.12763 -0.90350
H -25.16909 -10.83951 0.67047
C -21.89675 -6.69585 2.63057
N -20.53136 -6.53312 3.17783
O -19.73959 -7.44218 3.10399
O -20.30901 -5.39728 3.73297
H -22.32815 -5.76377 2.26559
H -22.44070 -6.89946 3.55293
H -22.06519 -7.46149 1.87326
C -15.48152 -8.80725 0.30592
O -15.58594 -7.52577 0.76232
C -15.84353 -7.34189 2.04627
O -15.97173 -8.19875 2.93880
O -16.03966 -5.96170 2.21684
C -16.65517 -5.52063 3.41282
H -14.69376 -9.22901 0.93014
H -14.97840 -8.84989 -0.66009
H -16.40338 -9.38846 0.32685
H -17.65615 -5.93184 3.54343
H -16.67718 -4.43120 3.38572
H -16.02174 -5.89615 4.21646

Cartesian forces, eV/Å:
0.002 0.147 1.113
-0.552 -0.975 0.480
-0.889 2.081 0.070
0.645 -0.383 0.232
1.348 -0.170 -2.632
-0.975 -0.799 1.037
0.427 1.058 1.223
0.391 -0.676 -0.528
-0.018 -0.120 0.146
-0.089 -0.339 -0.582
-0.048 -0.054 -0.379
0.151 -0.058 -0.183
0.129 0.165 -0.044
0.069 -0.052 -0.003
0.036 0.268 -0.427
-0.012 -0.175 0.157
-0.401 0.038 0.282
-1.038 1.014 -1.026
2.064 -1.706 1.854
0.870 -1.021 0.694
0.371 2.377 2.113
0.016 0.111 -1.495
0.718 -0.649 0.449
-1.805 -1.354 -2.234
-0.426 1.632 0.642
0.095 0.032 -0.020
-0.268 -0.302 -0.038
-0.432 -0.202 -0.078
-0.378 0.462 -0.155
-0.245 0.186 -0.055
0.101 0.169 -0.532
0.404 -0.328 0.023
0.190 -0.140 -0.202
-0.309 -0.203 0.044
0.108 -0.320 -1.064
-0.429 1.747 1.247
1.497 1.225 1.344
-0.453 -2.006 -2.816
-0.196 -0.349 -0.221
-0.475 -0.359 -0.057
-1.250 -1.434 2.281
-0.271 1.061 -0.481
0.028 0.068 0.255
0.006 0.035 -0.163
-0.073 0.076 0.303
0.514 0.752 0.202
0.303 -0.051 -0.895
0.426 0.121 0.399
0.419 -0.099 -0.554
-0.055 -0.654 0.301
-0.198 0.099 -0.065
-1.701 -0.003 -2.131
3.061 -0.391 2.008
1.226 0.208 -0.802
-1.219 -0.838 1.327
-1.128 -0.623 -0.913
0.702 0.856 -0.612
-1.022 1.882 0.221
1.483 -1.135 -0.127
-0.015 -0.010 0.108
0.115 -0.133 -0.038
-0.051 0.102 0.173
-0.201 -0.008 0.392
-0.419 -0.642 0.396
-0.252 -0.142 -0.491
-0.100 0.661 0.388
-0.238 0.588 0.397
-0.127 -0.336 -0.400
-0.048 0.700 0.478
0.324 -1.010 -2.015
0.225 0.898 -0.099
-0.254 0.145 1.878
0.180 -0.206 -0.327
-0.482 -0.068 -0.153
-0.009 -0.398 0.268
-0.601 -1.624 -0.596
2.673 -0.821 0.588
-0.800 1.490 0.193
-0.911 0.613 -0.788
-0.117 0.483 0.516
-0.355 0.105 0.252
0.171 -0.284 -0.257
-1.095 0.224 0.439
0.400 2.945 0.368
-0.188 0.434 0.318
-0.319 -3.191 -1.274
0.674 0.258 0.107
-0.423 -0.405 -0.125
0.758 -0.265 0.390
1.996 -2.434 0.092
-0.649 2.608 0.324
-1.346 0.377 2.686
0.451 2.301 -2.599
0.347 -2.147 -1.509
0.503 -0.674 0.818
-0.402 -0.993 0.271
-0.691 0.584 -0.324
0.065 0.145 0.037
-0.019 0.070 -0.160
0.021 -0.181 -0.079
-0.236 0.336 0.423

Computed properties:
2S+1 ... 1
Total energy ... -112304.886 eV
Molar mass ... 833.50 u
SMILES ... COP(=O)(OC)OC.COP(=O)(OC)OC.COP(=O)(OC)OC.COP(=O)(OC)OC.C[N+](=O)[O-].C[N+](=O)[O-].C[N+](=O)[O-].COC(=O)OC